The following is a quantum chemistry calculation of a structure of composition C28H46BrN3O7P2Si4TeZr in a non-equilibrium geometry, from the Open Molecules 2025 dataset.

Geometry (Å):
1 Zr -2.726 0.738 -0.998
2 C 3.758 3.108 1.978
3 C 3.188 4.246 1.652
4 C 2.368 4.123 0.470
5 C 2.497 2.891 -0.016
6 C 3.298 2.094 0.992
7 H 4.379 2.921 2.860
8 H 3.225 5.208 2.083
9 H 1.757 4.918 0.140
10 H 2.011 2.318 -0.751
11 H 4.048 1.370 0.624
12 O -7.254 1.026 -0.993
13 P -6.023 0.146 -1.332
14 O -6.228 -0.756 -2.483
15 O -4.758 1.063 -1.410
16 O -5.947 -0.762 0.037
17 P -4.697 -1.673 0.527
18 O -4.660 -2.938 -0.539
19 O -4.933 -2.127 1.903
20 O -3.469 -0.838 0.108
21 H -7.837 1.045 -1.817
22 H -4.916 -3.690 0.014
23 Br -1.808 4.871 5.936
24 C -1.974 4.064 4.177
25 C -2.772 2.906 3.891
26 C -2.870 2.403 2.624
27 C -2.163 2.949 1.582
28 C -1.337 4.003 1.848
29 C -1.227 4.570 3.127
30 N -2.100 2.240 0.313
31 C -2.308 3.104 -0.763
32 C -2.044 2.787 -2.098
33 C -2.545 3.606 -3.203
34 C -1.992 3.350 -4.440
35 C -1.153 2.174 -4.689
36 C -0.911 1.334 -3.648
37 N -1.401 1.558 -2.405
38 H -3.402 2.363 4.547
39 H -3.484 1.585 2.443
40 H -0.596 4.481 1.191
41 H -0.537 5.370 3.347
42 H -2.954 3.889 -0.424
43 H -3.172 4.461 -2.941
44 H -2.294 3.996 -5.252
45 H -0.793 1.944 -5.712
46 H -0.462 0.399 -3.813
47 C -4.138 -2.293 -4.508
48 C -3.449 -1.513 -3.502
49 N -2.855 -0.845 -2.797
50 H -4.323 -1.776 -5.445
51 H -5.056 -2.605 -4.146
52 H -3.559 -3.292 -4.666
53 C -0.455 -1.012 -0.666
54 Si 1.260 -1.601 -1.259
55 C 1.956 -0.383 -2.482
56 C 1.235 -3.324 -2.030
57 Si 2.508 -1.617 0.823
58 Te 2.088 0.606 2.021
59 Si 4.924 -1.628 0.738
60 C 5.691 -3.386 0.993
61 C 5.674 -1.093 -0.948
62 C 5.399 -0.411 2.164
63 Si 1.445 -2.946 2.437
64 C -0.423 -2.549 2.651
65 C 2.346 -2.809 4.080
66 C 1.244 -4.632 1.663
67 H -1.223 -1.068 -1.481
68 H -0.315 0.046 -0.305
69 H -0.827 -1.689 0.110
70 H 2.602 0.364 -1.994
71 H 1.125 0.236 -2.816
72 H 2.474 -0.712 -3.348
73 H 1.141 -3.328 -3.129
74 H 0.464 -3.907 -1.533
75 H 2.181 -3.790 -1.784
76 H 5.594 -3.941 0.032
77 H 5.083 -3.897 1.747
78 H 6.722 -3.360 1.317
79 H 5.313 -1.704 -1.790
80 H 6.702 -1.389 -0.857
81 H 5.601 0.028 -1.165
82 H 4.775 -0.606 3.042
83 H 5.141 0.581 1.734
84 H 6.518 -0.454 2.318
85 H -0.834 -1.526 2.747
86 H -0.680 -3.065 3.590
87 H -1.018 -3.112 1.888
88 H 2.173 -1.891 4.653
89 H 3.412 -2.943 3.896
90 H 1.891 -3.607 4.711
91 H 0.703 -4.670 0.713
92 H 0.766 -5.252 2.426
93 H 2.218 -5.073 1.469

Calculated values
- LUMO energy (eV) = 0.176
- Kohn-Sham gap (eV) = 7.2379
- HOMO (eV) = -7.06